# 1
{
  "formula": "C4H8NO",
  "method": "ωB97M-V with the def2-TZVPD basis set",
  "de_lowest_ev": 3.656,
  "total_charge": 1,
  "energy_ev": -7804.4463,
  "e_lumo_ha": -0.1717,
  "orbital_gap_ev": 11.586,
  "e_homo_ev": -16.26,
  "symbols": ["H", "N", "H", "H", "H", "H", "C", "C", "H", "C", "C", "O", "H", "H"],
  "positions_angstrom": [[-0.646303, 0.779497, -1.642099], [0.063564, -0.929741, 0.151886], [0.464386, 2.499587, 0.816791], [-0.929855, -2.825856, 0.009263], [-0.476532, -2.289774, 1.658713], [0.438346, 2.812019, -0.887046], [-0.247594, 0.869283, -0.526579], [-0.063851, 2.284984, -0.103783], [-1.053457, 2.435809, 0.198513], [0.848883, -0.187581, -0.525852], [-0.142955, -2.278202, 0.696543], [-0.953021, -0.032012, 0.298186], [1.819865, -0.319956, -0.945105], [0.878525, -2.818057, 0.800570]],
  "atomic_forces_ev_per_a": [[0.3, 0.4, 2.2], [-0.3, -1.0, 1.1], [0.6, -0.7, 0.2], [1.9, 1.0, 1.3], [-1.3, 0.8, 2.6], [-0.6, 0.8, -0.6], [2.4, -0.5, -3.6], [0.6, -1.2, 0.9], [-1.8, 1.9, -0.3], [-0.4, 0.9, -0.2], [1.6, -2.1, -3.7], [-1.7, -0.5, 1.1], [0.5, -0.5, -0.1], [-1.7, 0.9, -0.9]]
}

***

# 2
{
  "formula": "C39H41Cl3GeMnN5O2P2S",
  "method": "ωB97M-V with the def2-TZVPD basis set",
  "total_charge": 2,
  "spin_multiplicity": 3,
  "s2": 2.141,
  "energy_ev": -207455.6958,
  "e_lumo_ha": [-0.2527, -0.2594],
  "orbital_gap_ev": [5.335, 5.159],
  "e_homo_ev": [-12.21, -12.22],
  "symbols": ["C", "H", "N", "C", "P", "C", "H", "H", "C", "C", "C", "P", "H", "C", "H", "C", "C", "H", "O", "Cl", "C", "C", "C", "C", "H", "H", "H", "N", "H", "C", "H", "H", "C", "C", "H", "C", "Cl", "C", "Mn", "H", "C", "H", "H", "H", "C", "C", "H", "H", "C", "H", "H", "C", "C", "C", "C", "H", "H", "H", "C", "H", "H", "C", "C", "H", "Cl", "H", "H", "H", "O", "C", "C", "H", "H", "H", "H", "C", "S", "C", "C", "H", "Ge", "C", "C", "N", "C", "H", "C", "N", "C", "H", "N", "H", "H", "H", "H"],
  "positions_angstrom": [[3.183635, 3.157580, -0.679437], [1.249435, -2.053420, 3.418763], [-0.852965, -2.933920, -1.442237], [1.625635, -1.847720, 2.417963], [1.354235, -0.407920, 0.251563], [5.379035, -2.436820, -0.569137], [1.831035, 0.502380, 4.736363], [-1.614065, 4.699380, 3.702863], [0.050735, -1.276420, 7.000563], [1.492435, 2.524280, 2.924163], [4.227435, -2.861220, -1.213137], [-0.189365, 0.204980, 2.653963], [1.671035, -0.448220, -2.402637], [-0.077565, -0.406020, 4.371963], [3.743135, 1.102180, -0.648537], [-1.559265, -5.196920, -1.283137], [-0.893565, 2.750880, 3.209363], [-1.851365, -2.193820, 6.626663], [-3.928665, -0.615720, -0.061837], [-4.748465, -2.971720, -1.974037], [4.108435, -0.817020, 0.666063], [-2.886065, 3.098380, -3.308137], [0.583835, -0.519020, -2.517337], [-3.448765, 1.204780, -1.955237], [0.093635, -1.602920, 8.029163], [0.095735, 4.360980, -0.067737], [4.169535, 3.479980, -0.978237], [-2.330665, -1.278720, -1.884537], [-3.695465, -5.477120, -1.532237], [1.089435, -0.528920, 6.462963], [2.372535, 5.140280, -0.631537], [0.818435, -2.943820, -5.004937], [0.797035, -0.249820, -4.972837], [0.319935, -1.197120, -3.860337], [2.355935, 1.911280, 2.705663], [2.172235, 4.086780, -0.497937], [-4.238865, -3.452320, 1.315863], [-0.565765, -4.221620, -1.244737], [-0.565165, -1.170220, -0.788737], [-2.153265, 3.784280, -3.704437], [0.652235, 2.301180, 0.029263], [-1.317765, -6.232020, -1.111737], [0.466835, -4.457720, -1.019637], [2.081235, -2.562720, -1.389237], [-5.194065, 2.407980, -3.055437], [-2.853665, -4.802920, -1.515537], [1.951335, -0.289120, 7.066863], [6.326935, -2.893720, -0.802137], [1.631535, 3.872280, 3.209763], [-5.597565, 4.353380, -4.729637], [-1.458865, 1.950680, -2.216837], [0.221335, 1.963080, 2.930663], [2.942135, 1.806980, -0.487137], [-0.745965, 4.095080, 3.488063], [1.681435, 1.365980, -0.084737], [2.613135, 4.319980, 3.213263], [2.711835, -1.933620, 2.438163], [1.237135, -2.607920, 1.728663], [-4.800865, 1.382980, -2.229937], [4.051235, -0.036120, 1.409363], [2.121135, -2.375020, -3.958737], [-1.046765, -1.600320, 6.219763], [-4.244765, 3.270780, -3.642937], [1.872235, -0.111720, -4.897937], [-1.330165, -2.141020, 1.156563], [-0.755465, -1.351720, -3.988537], [0.193235, 0.505980, -2.569237], [-3.958465, 4.847680, -4.926537], [-1.700565, 0.361580, -0.201437], [-2.132965, -2.552620, -1.685137], [1.028435, -0.085720, 5.155263], [-6.243465, 2.567580, -3.246137], [-1.877765, 2.296980, 3.211963], [0.316535, 0.721880, -4.896237], [0.634635, 5.707880, 3.696063], [2.957035, -1.216520, -0.009537], [-2.877265, -0.098920, -0.942337], [0.898635, 3.647880, -0.172337], [-1.108165, -1.165820, 4.907463], [-1.968365, -1.423420, 4.294863], [-3.420965, -1.529920, 1.936563], [1.047635, -2.529420, -4.027237], [3.014935, -2.261620, -0.922137], [-3.118665, -3.488420, -1.725037], [0.520835, 4.656280, 3.484263], [-5.530965, 0.727880, -1.781337], [5.315935, -1.425820, 0.376863], [-4.630165, 4.247980, -4.477237], [-2.497665, 2.077180, -2.478537], [-0.347365, 1.980180, 0.279663], [1.269735, -0.483920, 1.980263], [0.753435, -3.255620, -3.274337], [6.213735, -1.102120, 0.877763], [0.564035, -0.675820, -5.946637], [4.283035, -3.645820, -1.950637]],
  "atomic_forces_ev_per_a": [[0.1, 0.0, 0.0], [0.0, 0.0, -0.2], [-0.6, -2.3, -0.6], [0.3, -0.2, 0.2], [1.3, 0.6, 1.1], [-0.1, 0.0, -0.1], [0.1, 0.1, 0.0], [-0.1, 0.1, 0.0], [-0.1, 0.0, 0.0], [-0.3, 0.0, 0.3], [0.1, -0.2, -0.1], [-0.5, 0.8, 0.7], [-0.2, 0.0, 0.3], [0.1, 0.3, -0.3], [0.0, 0.1, -0.1], [0.0, 0.1, -0.1], [0.1, -0.2, -0.1], [-0.1, 0.0, 0.1], [0.0, 0.2, -0.1], [0.9, -0.4, -0.1], [-0.1, 0.0, -0.1], [0.0, -0.1, 0.1], [-0.4, 0.1, 0.2], [0.3, -0.8, 0.6], [0.0, 0.0, 0.0], [-0.1, 0.1, 0.1], [0.1, 0.0, 0.0], [0.4, 1.2, -0.2], [-0.1, 0.0, 0.0], [0.2, 0.1, 0.0], [0.0, 0.0, 0.0], [0.1, -0.1, -0.1], [-0.3, -0.2, 0.2], [0.0, -0.1, 0.1], [0.1, 0.0, 0.0], [0.0, -0.1, -0.1], [-0.3, -0.5, 0.0], [-0.3, 0.4, -0.1], [2.5, 2.4, -1.4], [0.1, 0.0, 0.0], [-0.1, -0.1, -0.2], [-0.1, -0.1, 0.0], [0.0, 0.0, 0.0], [0.2, -0.1, -0.2], [0.0, -0.2, 0.1], [0.2, 0.2, 0.1], [0.1, 0.0, 0.1], [0.1, -0.1, 0.0], [0.1, 0.0, -0.1], [0.1, 0.1, 0.0], [0.2, 0.1, 0.0], [0.1, -0.3, 0.2], [0.0, -0.1, 0.1], [0.0, 0.1, 0.0], [-0.2, -0.3, -0.4], [0.1, 0.1, 0.0], [-0.1, -0.1, 0.1], [0.1, -0.1, 0.2], [-0.2, -0.1, -0.1], [0.0, 0.1, 0.1], [0.2, 0.0, 0.0], [0.0, -0.1, 0.1], [0.0, -0.1, 0.2], [0.2, 0.1, -0.1], [0.0, -1.4, 0.8], [0.0, 0.0, 0.0], [0.1, 0.0, 0.2], [-0.1, 0.0, 0.1], [0.2, 0.7, -0.1], [-0.3, -1.5, -0.2], [-0.2, -0.2, 0.2], [-0.1, 0.0, -0.1], [-0.1, 0.0, 0.0], [0.0, 0.1, 0.0], [0.1, 0.1, 0.0], [-0.4, -0.1, -0.4], [-2.0, 1.1, -0.5], [0.0, 0.1, -0.1], [0.0, 0.0, -0.2], [0.1, 0.1, 0.1], [-0.4, 0.7, 0.4], [-0.3, 0.2, 0.0], [-0.1, 0.2, 0.1], [-0.7, -0.2, -0.1], [0.0, 0.0, 0.0], [-0.2, 0.0, 0.0], [0.0, 0.1, 0.1], [0.0, 0.1, -0.1], [0.2, 0.1, -0.1], [0.0, 0.1, 0.1], [-0.1, -0.1, -0.7], [0.1, -0.1, 0.0], [0.1, 0.0, 0.1], [0.0, 0.0, -0.1], [0.0, -0.1, -0.1]]
}

***

# 3
{
  "formula": "C19H15BCl52NO",
  "method": "ωB97M-V with the def2-TZVPD basis set",
  "total_charge": 1,
  "energy_ev": -675313.5615,
  "e_lumo_ha": -0.1243,
  "orbital_gap_ev": 8.895,
  "e_homo_ev": -12.28,
  "symbols": ["Cl", "H", "Cl", "B", "Cl", "Cl", "Cl", "H", "H", "C", "Cl", "Cl", "C", "Cl", "Cl", "O", "Cl", "Cl", "H", "Cl", "H", "Cl", "H", "Cl", "Cl", "Cl", "Cl", "Cl", "Cl", "H", "Cl", "Cl", "C", "C", "H", "H", "Cl", "H", "Cl", "H", "Cl", "Cl", "Cl", "H", "Cl", "Cl", "Cl", "Cl", "C", "Cl", "Cl", "Cl", "Cl", "Cl", "Cl", "Cl", "Cl", "Cl", "Cl", "Cl", "Cl", "C", "C", "Cl", "Cl", "Cl", "C", "Cl", "C", "C", "C", "H", "C", "Cl", "C", "Cl", "H", "Cl", "C", "N", "C", "C", "Cl", "C", "H", "C", "C", "Cl", "Cl"],
  "positions_angstrom": [[7.946277, 4.452054, 0.504908], [-2.052939, -3.082293, 1.929135], [-2.948465, -3.352553, -2.767788], [-4.773835, -2.109430, -0.547331], [3.683907, 9.257846, 4.658977], [9.591577, 6.764369, -0.136846], [4.886756, 1.615540, 1.462292], [-1.541132, -1.497266, 2.828252], [-3.614902, -3.881237, 0.383872], [-2.645981, -1.032236, 0.865493], [10.733184, 4.090516, -0.248717], [-3.044303, -5.063180, -8.205580], [-1.979325, 1.785895, -6.957646], [-8.409774, -0.617103, -10.822196], [2.690100, 0.818753, 3.195898], [-5.548477, -1.761064, -1.780099], [1.300277, -2.257497, 3.727412], [-1.549496, -2.598690, -8.601684], [-6.038128, -1.279077, 1.305632], [0.102093, -4.654491, 2.594351], [-5.582844, -0.869927, 3.629928], [-7.453107, -1.241559, -13.497995], [-3.297461, -2.018494, 4.283194], [2.227066, 2.913983, 1.361418], [0.658324, -0.634328, -9.897103], [-0.486414, -3.892433, 5.339981], [-1.651485, 0.074383, -7.328835], [2.158114, -4.883551, 4.640224], [0.516197, 0.369239, 8.874000], [-5.333116, -0.797329, -1.962684], [-1.089942, -5.242274, -1.567642], [4.452800, -3.790745, 9.117269], [1.917984, 3.982868, -0.030257], [2.114218, -0.078686, -9.033338], [-4.267300, -3.126954, 3.075638], [-5.549801, -4.126969, 0.347630], [-4.451585, -2.524539, -8.406641], [-2.091773, 0.009758, 1.044028], [-1.822026, -5.503132, -4.371442], [-5.567799, 0.332921, 1.402649], [5.374413, 1.097161, 4.283378], [8.783860, 4.924625, -2.241124], [6.098391, 6.625758, 5.331935], [-4.124521, 0.250542, 3.206802], [1.863080, 1.588532, -8.457481], [2.778432, 11.429254, 6.370810], [3.316002, 3.939965, -1.133996], [3.512234, -0.121589, -10.137077], [4.188302, 10.460125, 5.873229], [-1.451165, -1.711145, 8.357717], [4.754273, -1.104846, 2.485638], [-3.715658, 1.997981, -6.618576], [-1.031345, 2.276389, -5.531096], [6.351082, -5.587922, 7.839638], [4.864254, 9.622609, 7.293249], [0.309998, -0.812438, 6.223193], [6.658609, 3.889655, 6.147753], [4.135995, -6.670635, 9.384431], [-2.849838, -3.117448, -6.051141], [1.666848, 5.650086, 0.545600], [-0.135118, -3.295560, -3.507715], [-2.973751, -3.325963, -7.816275], [-7.082519, -1.349134, -11.758585], [0.462092, 3.427226, -0.894022], [5.426680, 11.530855, 5.170083], [-6.901411, -3.059910, -11.294636], [-4.645397, -0.777056, 2.897632], [4.893636, 4.402898, 3.892313], [-4.204429, -0.874845, 0.383944], [-1.498837, -4.348371, -3.053667], [4.426433, 0.606666, 2.856827], [-2.051836, -1.534385, -0.039897], [-0.605631, -0.304247, 7.664779], [-1.797606, 0.937288, 7.203998], [9.263747, 5.057941, -0.530455], [3.632169, -5.382978, 6.824472], [-4.241247, 0.100429, -0.303592], [-1.519002, 2.794769, -8.352182], [-2.412849, -1.987920, 2.176494], [-5.204886, -0.659441, 1.497414], [6.349529, 4.958539, 4.756079], [-3.714566, -2.099633, 3.167603], [2.423299, -1.147570, -7.641663], [4.643052, -5.358095, 8.291425], [-4.546999, -4.284279, -1.262094], [0.768544, -3.921955, 4.075461], [-4.605714, -3.720526, -0.217767], [7.747545, 4.915636, 3.652340], [-5.565637, -0.478125, -11.419554]],
  "atomic_forces_ev_per_a": [[0.3, 0.1, -0.4], [-0.7, 2.4, 0.2], [0.6, 0.0, -0.5], [-1.2, -1.0, -2.4], [0.1, 0.3, 0.3], [-0.1, -0.4, -0.1], [0.5, -0.7, 0.5], [-1.9, -1.1, -1.6], [-2.0, 0.0, -1.0], [1.0, -0.5, -0.2], [-0.4, 0.2, -0.1], [0.0, 0.4, 0.1], [0.1, 0.0, -0.1], [0.3, -0.2, -0.2], [0.3, -0.4, 0.4], [2.8, 1.0, 3.2], [0.0, -0.5, -0.2], [-0.3, -0.6, 0.1], [1.0, 0.7, 0.8], [0.2, 0.1, 0.2], [1.9, 0.3, -1.7], [0.1, 0.0, 0.5], [-1.2, -0.1, -2.4], [-0.9, 1.0, -0.8], [0.4, 0.2, 0.1], [0.2, -0.2, -0.4], [-0.2, 0.9, 0.2], [-1.0, 0.5, -1.1], [-0.4, -0.2, -0.4], [-0.7, -1.6, 0.0], [-0.1, 0.2, -0.3], [0.0, -0.4, -0.2], [0.1, 0.2, 0.1], [0.1, 0.1, 0.0], [0.8, 2.2, 0.0], [1.9, 0.6, -0.8], [0.4, -0.2, 0.1], [-1.6, -2.2, -0.4], [0.2, 0.0, 0.8], [0.4, -1.5, 0.2], [-0.3, -0.3, -0.4], [0.1, 0.0, 0.4], [0.1, -0.5, -0.1], [-0.9, -2.4, -1.0], [0.1, -0.5, -0.1], [0.4, -0.3, -0.1], [-0.3, 0.0, 0.3], [-0.4, 0.0, 0.3], [0.0, 0.1, 0.0], [0.2, 0.3, -0.2], [-0.2, 0.4, 0.1], [0.4, -0.1, -0.1], [-0.2, -0.1, -0.3], [-0.4, 0.1, 0.1], [-0.2, 0.2, -0.3], [-0.3, 0.4, 0.6], [-0.1, 0.2, -0.3], [0.1, 0.3, -0.3], [-0.2, 0.4, -0.7], [0.1, -0.4, -0.2], [-0.4, -0.2, 0.2], [-0.1, 0.0, -0.1], [0.0, 0.0, -0.1], [0.3, 0.1, 0.1], [-0.3, -0.3, 0.2], [0.0, 0.4, -0.1], [-0.7, -0.6, 3.5], [0.2, 0.3, 0.1], [1.9, 1.1, -2.2], [0.4, -0.2, -0.3], [0.6, 0.0, -0.1], [-1.4, 1.2, 1.8], [0.2, 0.1, 0.1], [0.2, -0.2, 0.1], [0.1, 0.0, -0.1], [0.7, 0.0, 1.2], [0.1, -1.9, 1.6], [-0.2, -0.3, 0.4], [0.5, -0.2, 1.0], [-0.7, 1.2, -0.1], [0.1, 0.1, 0.0], [1.0, 1.0, 0.0], [-0.1, 0.2, -0.3], [0.2, -0.2, 0.2], [-0.3, 1.1, 2.6], [0.0, -0.1, 0.1], [-0.3, 0.2, -0.5], [-0.5, 0.0, 0.5], [-0.3, -0.2, -0.1]]
}